No. 1
{"formula": "H18O9", "method": "the ωB97M-V functional and the def2-TZVPD basis", "smiles": "O.O.O.O.O.O.O.O.O", "total_charge": 0, "e_homo_ev": -10.76, "total_energy_ha": -687.8957, "homo_lumo_gap_ev": 10.30, "elements": ["H", "H", "H", "H", "H", "H", "H", "H", "H", "H", "H", "H", "H", "H", "H", "H", "H", "H", "O", "O", "O", "O", "O", "O", "O", "O", "O"], "coordinates": [[0.8225, -0.7300, 0.8628], [1.4846, 0.6246, 1.0542], [-2.6985, 0.9228, -1.0419], [-1.9161, -0.0868, -1.8656], [0.1535, 0.9741, -1.9003], [-0.5503, 1.6913, -0.7600], [-2.7134, -2.0064, -0.1808], [-3.9360, -1.6995, -1.0300], [-1.6614, 0.6686, 2.7963], [-1.3370, 1.8764, 1.9325], [-0.3636, -3.2766, 0.2424], [-0.0212, -2.0401, -0.5725], [5.0927, 0.1311, -1.5451], [3.7155, 0.1688, -0.9033], [-1.1882, 3.1884, 0.1900], [0.1918, 3.7486, -0.1130], [3.0862, -1.6751, 0.9648], [1.7743, -2.3600, 1.3109], [0.6205, 0.2068, 0.9659], [-2.8106, 0.1313, -1.5804], [0.1560, 1.8018, -1.4064], [-3.4790, -2.4252, -0.5900], [-1.0724, 1.4298, 2.7446], [0.0558, -2.4117, 0.3136], [4.1779, 0.3773, -1.7229], [-0.3077, 3.2864, 0.5696], [2.7242, -2.5166, 1.2646]], "forces_ev_per_a": [[-0.25, 0.11, 0.19], [-0.25, 0.31, 0.06], [-0.16, -0.04, -0.10], [-0.17, -0.01, -0.11], [0.28, 0.15, -0.10], [0.69, -0.15, 0.23], [-0.21, 0.08, -0.01], [0.19, 0.02, 0.03], [0.15, 0.00, 0.07], [0.39, 0.00, 0.21], [0.08, -0.08, 0.14], [0.09, -0.05, 0.00], [-0.04, 0.03, -0.08], [0.01, 0.09, -0.14], [0.03, 0.52, 0.04], [0.04, -0.14, -0.01], [0.09, -0.18, 0.11], [0.00, -0.30, -0.07], [0.48, -0.40, -0.34], [0.21, 0.21, 0.11], [-0.37, -0.40, -0.86], [0.07, -0.27, 0.10], [-0.64, 0.09, 0.21], [-0.50, -0.12, -0.31], [0.03, -0.10, 0.19], [-0.46, 0.37, 0.42], [0.24, 0.27, 0.03]], "mulliken_charge": [0.161, 0.288, 0.288, 0.277, 0.260, 0.255, 0.327, 0.326, 0.305, 0.266, 0.307, 0.274, 0.326, 0.291, 0.302, 0.302, 0.266, 0.353, -0.292, -0.561, -0.538, -0.633, -0.573, -0.702, -0.619, -0.651, -0.603]}


No. 2
{"formula": "H18O9", "method": "the ωB97M-V functional and the def2-TZVPD basis", "smiles": "O.O.O.O.O.O.O.O.O", "total_charge": 0, "e_homo_ev": -10.06, "total_energy_ha": -687.9461, "homo_lumo_gap_ev": 9.93, "elements": ["O", "H", "H", "O", "H", "H", "O", "H", "H", "O", "H", "H", "O", "H", "H", "O", "H", "H", "O", "H", "H", "O", "H", "H", "O", "H", "H"], "coordinates": [[6.1693, 33.9788, -12.0204], [5.4330, 33.7652, -11.4246], [6.8869, 33.3988, -11.7433], [0.0349, 31.8737, -12.2983], [-0.4743, 32.2795, -13.0066], [-0.0107, 32.5189, -11.5793], [3.0647, 33.3355, -11.4091], [3.4804, 32.7708, -12.0801], [2.2187, 32.9097, -11.2334], [0.0514, 33.6361, -8.2840], [0.5722, 32.8974, -8.6264], [0.5912, 34.0111, -7.5769], [-0.4146, 34.4619, -10.9786], [-0.0819, 34.3163, -10.0697], [-1.2864, 34.8505, -10.8547], [4.5842, 34.7209, -14.3930], [5.1504, 34.3025, -13.7258], [5.1886, 35.2235, -14.9482], [4.6703, 31.1954, -12.6563], [5.5596, 31.3239, -13.0084], [4.7443, 30.4312, -12.0697], [2.8808, 29.9565, -14.6128], [3.1293, 30.3498, -13.7584], [3.3759, 29.1326, -14.6602], [2.2567, 36.1733, -12.6230], [2.2367, 35.5419, -11.8956], [2.7341, 35.7146, -13.3271]], "forces_ev_per_a": [[-0.16, -0.29, 0.16], [0.07, 0.17, -0.11], [-0.02, 0.12, -0.01], [0.24, -0.23, 0.29], [0.11, 0.07, 0.02], [-0.38, 0.22, -0.35], [0.21, -0.07, 0.11], [-0.17, 0.02, 0.07], [0.01, 0.02, -0.25], [0.29, -0.12, -0.06], [-0.10, -0.01, 0.24], [-0.07, 0.00, -0.11], [0.34, -0.25, 0.45], [-0.40, 0.34, -0.28], [0.04, -0.03, -0.03], [0.03, -0.16, 0.00], [-0.01, 0.24, -0.02], [-0.07, 0.01, 0.06], [0.19, -0.24, 0.29], [-0.18, 0.08, -0.13], [-0.01, 0.17, 0.00], [0.00, -0.02, 0.33], [-0.03, -0.08, -0.58], [-0.04, 0.06, 0.00], [-0.01, 0.09, -0.05], [0.02, -0.09, -0.18], [0.11, -0.01, 0.13]], "mulliken_charge": [-0.652, 0.325, 0.297, -0.632, 0.308, 0.327, -0.571, 0.352, 0.214, -0.689, 0.335, 0.332, -0.624, 0.390, 0.271, -0.613, 0.337, 0.302, -0.614, 0.280, 0.321, -0.626, 0.334, 0.297, -0.648, 0.319, 0.330]}


Repeat the first record exactly.
{"formula": "H18O9", "method": "the ωB97M-V functional and the def2-TZVPD basis", "smiles": "O.O.O.O.O.O.O.O.O", "total_charge": 0, "e_homo_ev": -10.76, "total_energy_ha": -687.8957, "homo_lumo_gap_ev": 10.30, "elements": ["H", "H", "H", "H", "H", "H", "H", "H", "H", "H", "H", "H", "H", "H", "H", "H", "H", "H", "O", "O", "O", "O", "O", "O", "O", "O", "O"], "coordinates": [[0.8225, -0.7300, 0.8628], [1.4846, 0.6246, 1.0542], [-2.6985, 0.9228, -1.0419], [-1.9161, -0.0868, -1.8656], [0.1535, 0.9741, -1.9003], [-0.5503, 1.6913, -0.7600], [-2.7134, -2.0064, -0.1808], [-3.9360, -1.6995, -1.0300], [-1.6614, 0.6686, 2.7963], [-1.3370, 1.8764, 1.9325], [-0.3636, -3.2766, 0.2424], [-0.0212, -2.0401, -0.5725], [5.0927, 0.1311, -1.5451], [3.7155, 0.1688, -0.9033], [-1.1882, 3.1884, 0.1900], [0.1918, 3.7486, -0.1130], [3.0862, -1.6751, 0.9648], [1.7743, -2.3600, 1.3109], [0.6205, 0.2068, 0.9659], [-2.8106, 0.1313, -1.5804], [0.1560, 1.8018, -1.4064], [-3.4790, -2.4252, -0.5900], [-1.0724, 1.4298, 2.7446], [0.0558, -2.4117, 0.3136], [4.1779, 0.3773, -1.7229], [-0.3077, 3.2864, 0.5696], [2.7242, -2.5166, 1.2646]], "forces_ev_per_a": [[-0.25, 0.11, 0.19], [-0.25, 0.31, 0.06], [-0.16, -0.04, -0.10], [-0.17, -0.01, -0.11], [0.28, 0.15, -0.10], [0.69, -0.15, 0.23], [-0.21, 0.08, -0.01], [0.19, 0.02, 0.03], [0.15, 0.00, 0.07], [0.39, 0.00, 0.21], [0.08, -0.08, 0.14], [0.09, -0.05, 0.00], [-0.04, 0.03, -0.08], [0.01, 0.09, -0.14], [0.03, 0.52, 0.04], [0.04, -0.14, -0.01], [0.09, -0.18, 0.11], [0.00, -0.30, -0.07], [0.48, -0.40, -0.34], [0.21, 0.21, 0.11], [-0.37, -0.40, -0.86], [0.07, -0.27, 0.10], [-0.64, 0.09, 0.21], [-0.50, -0.12, -0.31], [0.03, -0.10, 0.19], [-0.46, 0.37, 0.42], [0.24, 0.27, 0.03]], "mulliken_charge": [0.161, 0.288, 0.288, 0.277, 0.260, 0.255, 0.327, 0.326, 0.305, 0.266, 0.307, 0.274, 0.326, 0.291, 0.302, 0.302, 0.266, 0.353, -0.292, -0.561, -0.538, -0.633, -0.573, -0.702, -0.619, -0.651, -0.603]}


- Number 2 is which compound?
  H18O9